A cluster of 10 separate species, C50H91F4INO9 in total. Source: the OMol25 dataset; level of theory: the ωB97M-V functional and the def2-TZVPD basis.

Charge: +1
Gap between HOMO and LUMO (eV): 6.673
LUMO (eV): -4.0
Spin multiplicity: 1

CARTESIAN COORDINATES (ANGSTROEM)
C -3.687 -4.219 -0.287
C -4.611 -3.001 -0.215
C -4.012 -1.743 -0.852
C -3.247 -0.864 0.158
C -1.758 -0.996 0.171
C -1.055 -1.148 -1.024
C 0.321 -1.231 -1.083
C 0.988 -1.330 -2.425
C 1.899 -0.171 -2.778
F 1.681 -2.528 -2.497
N 1.015 -1.200 0.073
I 3.069 -1.366 0.135
C 0.390 -1.074 1.246
C -0.996 -0.958 1.351
C -1.566 -0.816 2.734
C -1.357 -2.082 3.584
C -2.649 -2.766 3.957
F -3.158 -2.351 5.117
F -3.594 -2.546 3.029
F -2.482 -4.093 4.045
H -4.246 -5.144 -0.210
H -3.153 -4.242 -1.233
H -2.945 -4.204 0.505
H -4.792 -2.791 0.834
H -5.560 -3.226 -0.682
H -4.798 -1.141 -1.292
H -3.372 -2.039 -1.675
H -3.443 0.185 -0.062
H -3.660 -1.048 1.137
H -1.580 -1.173 -1.961
H 0.184 -1.369 -3.149
H 2.933 -0.471 -2.657
H 1.715 0.698 -2.158
H 1.782 0.077 -3.820
H 1.001 -1.037 2.130
H -2.618 -0.598 2.666
H -1.107 0.046 3.206
H -0.793 -1.878 4.483
H -0.792 -2.822 3.031
C -6.066 -7.495 1.352
C -6.633 -8.303 0.186
C -5.611 -8.021 -0.908
O -4.358 -7.827 -0.247
C -4.569 -7.694 1.161
H -6.415 -7.824 2.328
H -6.323 -6.440 1.245
H -6.642 -9.367 0.433
H -7.643 -8.013 -0.100
H -5.864 -7.107 -1.458
H -5.511 -8.836 -1.624
H -4.221 -8.606 1.657
H -3.978 -6.854 1.530
C 7.409 -0.009 -1.513
C 6.760 1.273 -0.989
C 5.930 1.711 -2.189
O 5.539 0.507 -2.862
C 6.288 -0.602 -2.354
H 7.750 -0.683 -0.730
H 8.263 0.236 -2.146
H 6.110 1.049 -0.138
H 7.477 2.030 -0.676
H 6.521 2.319 -2.881
H 5.034 2.271 -1.915
H 5.620 -1.233 -1.747
H 6.645 -1.201 -3.192
C 0.489 4.296 2.036
C 1.420 3.382 1.247
C 0.580 2.119 1.151
O -0.783 2.524 1.126
C -0.877 3.915 1.478
H 0.712 5.354 1.914
H 0.553 4.054 3.096
H 1.601 3.791 0.249
H 2.382 3.219 1.731
H 0.737 1.483 2.035
H 0.784 1.525 0.254
H -1.122 4.487 0.578
H -1.684 4.041 2.199
C -8.603 -3.633 4.545
C -7.252 -2.934 4.385
C -6.332 -4.115 4.108
O -7.120 -5.081 3.416
C -8.504 -4.733 3.495
H -9.458 -2.978 4.386
H -8.686 -4.066 5.543
H -7.278 -2.261 3.524
H -6.947 -2.359 5.258
H -5.963 -4.555 5.042
H -5.478 -3.864 3.487
H -8.834 -4.372 2.515
H -9.081 -5.623 3.747
C 4.270 3.116 5.866
C 3.668 4.355 6.527
C 2.852 4.951 5.391
O 2.420 3.837 4.586
C 3.125 2.658 4.973
H 4.586 2.349 6.571
H 5.133 3.397 5.258
H 3.013 4.061 7.350
H 4.409 5.051 6.913
H 3.460 5.613 4.771
H 1.983 5.504 5.736
H 2.440 1.997 5.517
H 3.467 2.137 4.075
C 2.984 -3.927 -5.597
C 3.182 -3.797 -7.106
C 3.075 -2.290 -7.302
O 3.571 -1.694 -6.100
C 3.715 -2.693 -5.087
H 3.378 -4.852 -5.179
H 1.921 -3.868 -5.349
H 4.179 -4.146 -7.385
H 2.452 -4.350 -7.695
H 2.032 -1.983 -7.444
H 3.659 -1.925 -8.147
H 4.782 -2.898 -4.940
H 3.307 -2.311 -4.158
C 4.649 2.631 -5.702
C 3.995 2.843 -7.067
C 2.664 2.125 -6.884
O 2.324 2.260 -5.498
C 3.454 2.746 -4.768
H 5.431 3.354 -5.474
H 5.079 1.629 -5.638
H 3.830 3.907 -7.245
H 4.574 2.444 -7.897
H 2.753 1.060 -7.122
H 1.862 2.551 -7.488
H 3.265 3.788 -4.485
H 3.574 2.153 -3.862
C -2.534 0.755 -6.217
C -3.738 1.096 -5.340
C -3.465 0.256 -4.101
O -2.040 0.172 -3.981
C -1.420 0.648 -5.186
H -2.324 1.501 -6.981
H -2.689 -0.206 -6.712
H -3.729 2.158 -5.087
H -4.696 0.864 -5.800
H -3.871 -0.756 -4.210
H -3.872 0.697 -3.189
H -0.964 1.622 -4.985
H -0.631 -0.047 -5.478
C 3.073 10.058 6.144
C 4.077 9.754 7.255
C 3.680 8.338 7.648
O 3.176 7.718 6.460
C 2.968 8.708 5.448
H 3.390 10.853 5.472
H 2.110 10.339 6.575
H 5.094 9.766 6.857
H 4.031 10.450 8.091
H 2.889 8.343 8.405
H 4.516 7.750 8.027
H 3.742 8.596 4.681
H 1.995 8.541 4.984

A cluster of 12 separate species, C51H101N4O12 in total. Source: the OMol25 dataset; level of theory: the ωB97M-V functional and the def2-TZVPD basis.

Charge: +1
Gap between HOMO and LUMO (eV): 8.493
LUMO (eV): -1.9
Spin multiplicity: 1

CARTESIAN COORDINATES (ANGSTROEM)
C 1.332 -5.280 -0.046
C 1.825 -3.829 -0.018
C 3.138 -3.426 0.038
C 4.435 -4.223 0.082
N 3.084 -2.025 0.085
C 4.230 -1.106 0.183
C 4.431 -0.419 -1.183
C 5.441 0.765 -1.128
C 4.655 2.023 -0.728
C 3.955 2.710 -1.713
C 3.210 3.825 -1.336
C 3.221 4.218 -0.005
C 3.922 3.544 0.979
C 4.671 2.425 0.602
C 1.823 -1.649 0.055
C 1.298 -0.236 0.125
C 1.524 0.496 1.295
C 0.971 1.781 1.283
C 0.280 2.168 0.139
N 0.099 1.483 -0.980
C 0.622 0.257 -0.982
N 1.005 -2.707 -0.011
C -0.459 -2.701 -0.054
C -1.032 -2.786 -1.479
C -2.578 -2.935 -1.339
N -3.296 -1.653 -1.474
C -4.725 -1.950 -1.182
C -5.479 -0.723 -0.691
C -5.540 -0.448 0.670
C -6.184 0.663 1.161
C -6.839 1.535 0.302
C -6.837 1.279 -1.059
C -6.137 0.162 -1.544
O -6.102 -0.093 -2.903
H 1.532 -5.672 0.964
H 0.246 -5.333 -0.177
H 1.898 -5.879 -0.763
H 5.263 -3.726 -0.432
H 4.238 -5.238 -0.276
H 4.726 -4.312 1.141
H 5.132 -1.658 0.466
H 4.037 -0.384 0.988
H 4.707 -1.201 -1.907
H 3.457 0.016 -1.454
H 6.222 0.549 -0.384
H 5.880 0.892 -2.125
H 3.965 2.355 -2.745
H 2.644 4.344 -2.110
H 2.642 5.104 0.267
H 3.912 3.839 2.040
H 5.266 1.857 1.319
H 2.083 0.105 2.143
H 1.085 2.441 2.141
H -0.171 3.168 0.168
H 0.500 -0.341 -1.886
H -0.784 -3.588 0.504
H -0.832 -1.796 0.443
H -0.619 -3.628 -2.051
H -0.820 -1.878 -2.056
H -2.767 -3.299 -0.304
H -2.978 -3.710 -2.005
H -3.016 -1.067 -0.685
H -4.837 -2.721 -0.398
H -5.196 -2.298 -2.110
H -5.071 -1.109 1.405
H -6.222 0.912 2.224
H -7.386 2.409 0.658
H -7.351 1.951 -1.744
H -5.759 0.670 -3.392
C 7.421 3.010 4.515
C 6.430 4.139 4.306
O 5.174 3.634 3.848
H 7.572 2.459 3.586
H 8.384 3.393 4.856
H 7.047 2.298 5.255
H 6.797 4.835 3.553
H 6.271 4.690 5.238
H 4.846 3.027 4.519
C -3.036 4.025 0.633
C -3.528 4.188 2.062
O -4.867 3.715 2.189
H -3.679 4.576 -0.056
H -2.011 4.386 0.527
H -3.070 2.973 0.332
H -3.517 5.237 2.357
H -2.890 3.627 2.755
H -4.855 2.788 1.932
C 4.741 -9.051 -0.280
C 4.959 -8.056 0.843
O 3.737 -7.394 1.165
H 4.356 -8.545 -1.166
H 5.670 -9.561 -0.541
H 4.000 -9.799 0.012
H 5.682 -7.294 0.548
H 5.335 -8.561 1.738
H 3.119 -8.088 1.432
C -5.741 4.986 -4.875
C -5.881 3.854 -3.876
O -4.714 3.046 -3.847
H -5.560 4.591 -5.876
H -6.640 5.602 -4.898
H -4.888 5.621 -4.622
H -6.719 3.210 -4.145
H -6.049 4.243 -2.866
H -3.974 3.609 -3.599
C -2.876 8.194 3.899
C -2.026 7.218 4.687
O -0.658 7.283 4.275
H -2.812 7.981 2.830
H -3.920 8.135 4.207
H -2.523 9.218 4.044
H -2.367 6.196 4.524
H -2.082 7.434 5.759
H -0.350 8.182 4.427
C 2.780 -11.862 2.396
C 2.000 -10.775 3.110
O 1.970 -9.576 2.329
H 3.802 -11.533 2.202
H 2.813 -12.775 2.992
H 2.327 -12.093 1.428
H 2.466 -10.532 4.064
H 0.972 -11.097 3.300
H 1.547 -9.791 1.489
C -1.687 1.820 -4.920
C -2.447 2.341 -6.119
O -1.574 2.559 -7.224
H -0.907 2.527 -4.627
H -2.357 1.663 -4.071
H -1.192 0.875 -5.153
H -2.917 3.293 -5.878
H -3.227 1.635 -6.421
H -1.164 1.716 -7.444
C -5.788 6.555 7.232
C -6.271 7.527 6.171
O -5.963 7.046 4.864
H -4.711 6.403 7.147
H -6.013 6.925 8.234
H -6.262 5.579 7.105
H -5.781 8.493 6.287
H -7.352 7.676 6.248
H -6.403 6.197 4.753
C 0.985 -10.127 -3.040
C 2.049 -10.204 -1.962
O 2.235 -11.548 -1.529
H 0.037 -10.521 -2.669
H 0.833 -9.098 -3.370
H 1.267 -10.733 -3.905
H 1.756 -9.616 -1.091
H 3.003 -9.820 -2.331
H 2.506 -12.069 -2.292
C 1.650 -2.324 -4.365
C 2.012 -1.298 -5.420
O 0.996 -0.309 -5.494
H 0.693 -2.793 -4.600
H 2.414 -3.101 -4.292
H 1.542 -1.845 -3.386
H 2.098 -1.763 -6.401
H 2.967 -0.815 -5.184
H 0.942 0.094 -4.620
C 0.729 7.896 0.763
C -0.216 6.937 0.073
O -0.280 5.706 0.795
H 1.729 7.467 0.840
H 0.796 8.844 0.226
H 0.381 8.092 1.780
H 0.127 6.712 -0.937
H -1.222 7.364 0.008
H -0.591 5.909 1.686

A cluster of 6 separate species, C51H108N2O3S in total. Source: the OMol25 dataset; level of theory: the ωB97M-V functional and the def2-TZVPD basis.

Charge: 0
Gap between HOMO and LUMO (eV): 9.833
LUMO (eV): 0.5
Spin multiplicity: 1
SMILES: CCCCCCCCCCCCCC(=O)OCCCCCSc1nnco1.CCCCCC.CCCCCC.CCCCCC.CCCCCC.CCCCCC

CARTESIAN COORDINATES (ANGSTROEM)
C -11.792 10.429 -2.265
C -11.145 9.051 -2.009
C -9.614 9.095 -1.986
C -9.003 9.000 -3.382
C -8.852 7.560 -3.886
C -7.420 7.031 -3.754
C -7.320 5.494 -3.675
C -6.269 4.849 -4.607
C -5.171 4.040 -3.886
C -5.071 2.551 -4.294
C -4.932 1.665 -3.054
C -4.490 0.219 -3.358
C -3.141 -0.072 -2.675
C -2.537 -1.351 -3.173
O -2.417 -1.591 -4.321
O -2.163 -2.247 -2.225
C -0.783 -2.092 -1.813
C -0.461 -3.238 -0.883
C 0.926 -3.099 -0.229
C 1.931 -4.111 -0.767
C 3.172 -4.202 0.126
S 4.486 -4.952 -0.850
C 5.634 -5.337 0.396
N 5.455 -5.971 1.511
N 6.675 -5.990 2.142
C 7.506 -5.396 1.352
O 6.915 -4.945 0.217
H -12.311 10.772 -1.375
H -12.516 10.377 -3.075
H -11.048 11.174 -2.541
H -11.500 8.670 -1.052
H -11.489 8.348 -2.767
H -9.317 10.045 -1.535
H -9.239 8.312 -1.325
H -9.638 9.567 -4.065
H -8.029 9.491 -3.388
H -9.115 7.542 -4.947
H -9.552 6.885 -3.393
H -7.010 7.447 -2.829
H -6.801 7.427 -4.557
H -7.130 5.221 -2.638
H -8.298 5.073 -3.913
H -6.783 4.214 -5.325
H -5.796 5.648 -5.177
H -4.193 4.496 -4.029
H -5.372 4.082 -2.816
H -4.175 2.406 -4.900
H -5.923 2.255 -4.903
H -4.158 2.138 -2.445
H -5.849 1.699 -2.467
H -5.216 -0.466 -2.920
H -4.436 0.024 -4.425
H -2.457 0.753 -2.874
H -3.319 -0.121 -1.603
H -0.165 -2.103 -2.712
H -0.689 -1.135 -1.294
H -1.250 -3.279 -0.134
H -0.533 -4.162 -1.455
H 1.313 -2.094 -0.383
H 0.807 -3.276 0.840
H 2.257 -3.811 -1.768
H 1.492 -5.101 -0.874
H 2.949 -4.789 1.014
H 3.452 -3.204 0.461
H 8.557 -5.244 1.508
C -9.056 0.167 -4.748
C -9.634 -0.218 -3.390
C -8.799 -1.276 -2.673
C -8.683 -2.610 -3.411
C -10.016 -3.290 -3.719
C -10.816 -3.653 -2.471
H -9.023 -0.682 -5.432
H -9.662 0.943 -5.220
H -8.041 0.556 -4.642
H -10.664 -0.562 -3.514
H -9.687 0.671 -2.756
H -9.209 -1.448 -1.674
H -7.791 -0.877 -2.517
H -8.070 -3.288 -2.808
H -8.135 -2.465 -4.346
H -9.816 -4.202 -4.288
H -10.622 -2.654 -4.369
H -10.245 -4.322 -1.824
H -11.745 -4.159 -2.738
H -11.082 -2.768 -1.890
C 9.338 1.900 3.081
C 9.172 0.476 3.605
C 9.332 -0.589 2.523
C 8.305 -0.519 1.392
C 6.848 -0.618 1.838
C 6.517 -1.938 2.530
H 8.585 2.145 2.331
H 9.244 2.624 3.891
H 10.323 2.030 2.627
H 8.198 0.375 4.092
H 9.919 0.294 4.382
H 9.294 -1.578 2.990
H 10.333 -0.502 2.088
H 8.513 -1.330 0.685
H 8.442 0.408 0.829
H 6.208 -0.509 0.958
H 6.598 0.214 2.501
H 6.722 -2.780 1.866
H 5.462 -1.978 2.806
H 7.098 -2.076 3.442
C -4.522 -2.906 5.714
C -4.683 -3.605 4.367
C -3.385 -3.685 3.564
C -2.781 -2.332 3.183
C -3.704 -1.419 2.377
C -4.114 -2.010 1.031
H -4.201 -1.870 5.596
H -5.465 -2.896 6.261
H -3.782 -3.419 6.331
H -5.455 -3.098 3.782
H -5.048 -4.621 4.535
H -3.564 -4.274 2.660
H -2.644 -4.244 4.143
H -1.869 -2.512 2.603
H -2.462 -1.806 4.086
H -3.187 -0.471 2.205
H -4.598 -1.176 2.959
H -3.236 -2.221 0.417
H -4.746 -1.314 0.478
H -4.676 -2.938 1.148
C 13.558 5.844 -0.383
C 13.406 4.410 0.116
C 13.580 3.362 -0.982
C 12.558 3.443 -2.117
C 11.100 3.338 -1.674
C 10.765 2.013 -0.995
H 12.804 6.094 -1.130
H 13.452 6.555 0.438
H 14.542 5.997 -0.832
H 12.431 4.292 0.597
H 14.152 4.224 0.893
H 13.546 2.367 -0.529
H 14.583 3.460 -1.410
H 12.770 2.641 -2.832
H 12.695 4.378 -2.667
H 10.462 3.457 -2.553
H 10.850 4.165 -1.004
H 10.967 1.173 -1.663
H 9.710 1.978 -0.720
H 11.346 1.870 -0.083
C 5.140 -6.782 7.835
C 4.763 -7.099 6.390
C 5.703 -6.472 5.361
C 5.747 -4.944 5.380
C 4.396 -4.261 5.171
C 3.769 -4.593 3.821
H 5.101 -5.711 8.037
H 4.459 -7.272 8.532
H 6.152 -7.130 8.056
H 3.734 -6.779 6.203
H 4.773 -8.183 6.250
H 5.423 -6.816 4.363
H 6.717 -6.849 5.530
H 6.435 -4.613 4.596
H 6.177 -4.596 6.325
H 4.539 -3.178 5.242
H 3.704 -4.529 5.974
H 4.430 -4.298 3.006
H 2.821 -4.064 3.696
H 3.568 -5.660 3.716

Question: Among the records above, which one has the lowest charge?
Answer: C51H108N2O3S